Record 1
The following is a DFT calculation (wB97M-V/def2-TZVPD) of C22H26N2ReTe as an isolated structure.

Positions of all 52 atoms, in Å:
1 Re 0.403 -0.413 0.491
2 C 2.944 2.111 3.024
3 C 2.569 1.729 4.301
4 C 1.525 0.826 4.463
5 C 0.886 0.342 3.339
6 N 1.270 0.694 2.094
7 C 2.278 1.562 1.944
8 C -0.242 -0.618 3.379
9 C -0.976 -0.884 4.518
10 C -2.026 -1.790 4.448
11 C -2.312 -2.407 3.243
12 C -1.547 -2.084 2.138
13 N -0.535 -1.207 2.196
14 H 3.752 2.808 2.854
15 H 3.083 2.124 5.165
16 H 1.231 0.511 5.452
17 H 2.549 1.806 0.925
18 H -0.753 -0.389 5.450
19 H -2.615 -2.005 5.327
20 H -3.118 -3.119 3.147
21 H -1.722 -2.526 1.165
22 C -2.723 0.557 -0.738
23 C -1.551 1.405 -1.192
24 C -1.872 2.889 -1.231
25 C -0.231 0.989 -0.744
26 C -0.914 0.889 -2.590
27 C -1.358 -0.307 -3.162
28 C -1.038 -0.620 -4.474
29 C -0.259 0.252 -5.228
30 C 0.185 1.441 -4.676
31 C -0.152 1.764 -3.368
32 H -2.976 0.836 0.288
33 H -2.497 -0.510 -0.732
34 H -3.595 0.742 -1.362
35 H -2.141 3.214 -0.226
36 H -2.723 3.077 -1.882
37 H -1.039 3.500 -1.560
38 H 0.499 1.809 -0.829
39 H -1.992 -0.985 -2.607
40 H -1.412 -1.533 -4.916
41 H -0.010 0.005 -6.250
42 H 0.780 2.127 -5.261
43 H 0.198 2.698 -2.957
44 C 2.180 -3.517 -0.393
45 Te 0.856 -2.224 -1.424
46 C 2.322 -1.215 -2.578
47 H 2.969 -2.923 0.061
48 H 2.589 -4.228 -1.103
49 H 1.614 -4.045 0.368
50 H 2.740 -1.920 -3.290
51 H 3.087 -0.832 -1.910
52 H 1.817 -0.406 -3.100

Values from the calculation:
- E_LUMO (alpha / beta) (eV) = -7.28 / -7.23
- 2S+1 = 2
- total charge = +2
- orbital gap (alpha / beta) (eV) = 6.4004 / 6.2789
- DFT total energy (a.u.) = -1309.0966

Record 2
The following is a DFT calculation (wB97M-V/def2-TZVPD) of a 5-piece molecular cluster, C12H26BrIO12SSi overall.

Positions of all 54 atoms, in Å:
1 S 5.655 -2.499 -5.066
2 Si 3.814 -3.179 -5.929
3 Br 3.304 -5.200 -5.055
4 I 2.114 -1.520 -5.247
5 H 6.620 -3.082 -5.828
6 H 3.891 -3.317 -7.382
7 C 11.214 -3.954 -8.696
8 O 11.017 -2.541 -8.640
9 C 9.838 -2.182 -8.148
10 O 8.976 -2.927 -7.773
11 O 9.780 -0.855 -8.152
12 C 8.552 -0.332 -7.649
13 H 12.204 -4.115 -9.111
14 H 11.169 -4.389 -7.699
15 H 10.474 -4.420 -9.344
16 H 8.404 -0.626 -6.611
17 H 7.713 -0.666 -8.258
18 H 8.621 0.750 -7.703
19 C 1.407 0.790 -2.511
20 O 0.704 1.016 -1.291
21 C -0.524 1.496 -1.464
22 O -1.043 1.734 -2.516
23 O -1.071 1.663 -0.265
24 C -2.403 2.176 -0.300
25 H 2.385 0.397 -2.248
26 H 0.887 0.057 -3.124
27 H 1.533 1.721 -3.062
28 H -3.066 1.492 -0.826
29 H -2.426 3.159 -0.767
30 H -2.735 2.265 0.731
31 C -0.782 0.997 4.020
32 O -1.496 1.228 5.234
33 C -2.724 1.707 5.054
34 O -3.243 1.944 4.000
35 O -3.275 1.876 6.250
36 C -4.609 2.386 6.207
37 H 0.195 0.611 4.293
38 H -1.295 0.259 3.406
39 H -0.654 1.925 3.465
40 H -5.270 1.701 5.679
41 H -4.632 3.367 5.737
42 H -4.945 2.476 7.236
43 C -6.899 -0.882 7.709
44 O -8.210 -0.495 8.119
45 C -8.695 0.547 7.453
46 O -8.134 1.147 6.581
47 O -9.909 0.805 7.924
48 C -10.549 1.911 7.289
49 H -6.620 -1.735 8.320
50 H -6.894 -1.176 6.661
51 H -6.188 -0.075 7.877
52 H -10.682 1.720 6.225
53 H -9.978 2.825 7.438
54 H -11.524 2.019 7.757

Values from the calculation:
- E_LUMO (eV) = 0.10
- total charge = 0
- SMILES = S[Si@@H](Br)I.COC(=O)OC.COC(=O)OC.COC(=O)OC.COC(=O)OC
- orbital gap (eV) = 9.9850
- DFT total energy (a.u.) = -4935.2357

Record 3
The following is a DFT calculation (wB97M-V/def2-TZVPD) of C32H30N6OPbS3Se as an isolated structure.

Positions of all 74 atoms, in Å:
1 Pb -1.003 -0.717 1.958
2 C 4.510 -1.751 -2.468
3 C 4.230 -0.274 -2.451
4 C 5.061 0.622 -3.111
5 C 4.814 1.987 -3.091
6 C 3.697 2.474 -2.434
7 C 2.840 1.597 -1.788
8 C 3.119 0.232 -1.765
9 N 2.251 -0.679 -1.109
10 C 1.640 -0.545 0.113
11 N 2.171 0.391 0.921
12 C 1.842 0.896 2.207
13 C 0.690 0.525 2.900
14 C 0.484 1.110 4.149
15 C 1.371 2.021 4.694
16 C 2.502 2.375 3.977
17 C 2.756 1.826 2.729
18 C 3.986 2.250 1.963
19 N 0.635 -1.328 0.432
20 C 0.290 -2.377 -0.467
21 C -0.838 -2.241 -1.270
22 C -1.209 -3.262 -2.130
23 C -0.449 -4.419 -2.195
24 C 0.675 -4.555 -1.394
25 C 1.064 -3.547 -0.517
26 C 2.284 -3.698 0.350
27 H 5.417 -1.965 -3.030
28 H 3.690 -2.312 -2.925
29 H 4.639 -2.130 -1.454
30 H 5.923 0.239 -3.643
31 H 5.486 2.665 -3.599
32 H 3.477 3.533 -2.437
33 H 1.929 1.959 -1.327
34 H 1.897 -1.441 -1.668
35 H 2.976 0.842 0.517
36 H -0.409 0.850 4.711
37 H 1.181 2.462 5.665
38 H 3.199 3.098 4.384
39 H 4.561 2.964 2.548
40 H 3.721 2.739 1.021
41 H 4.645 1.405 1.740
42 H -1.414 -1.324 -1.209
43 H -2.091 -3.150 -2.745
44 H -0.731 -5.216 -2.871
45 H 1.263 -5.464 -1.441
46 H 2.624 -4.733 0.363
47 H 2.068 -3.374 1.367
48 H 3.104 -3.073 -0.011
49 S -6.956 1.787 1.635
50 C -5.457 1.870 0.967
51 S -4.034 1.183 1.742
52 C -3.049 1.603 0.334
53 N -3.725 2.208 -0.571
54 N -5.048 2.379 -0.231
55 C -5.858 2.994 -1.234
56 C -6.941 3.811 -0.929
57 C -7.678 4.380 -1.957
58 C -7.344 4.154 -3.282
59 C -6.246 3.361 -3.580
60 C -5.501 2.786 -2.566
61 S -1.360 1.300 0.232
62 H -7.205 4.012 0.094
63 H -8.521 5.013 -1.710
64 H -7.929 4.600 -4.076
65 H -5.968 3.189 -4.612
66 H -4.637 2.179 -2.788
67 C 0.532 -3.331 4.536
68 O 0.085 -3.439 3.188
69 H -0.293 -3.430 5.245
70 H 0.968 -2.334 4.611
71 H 1.301 -4.070 4.777
72 Se -0.575 -5.074 2.735
73 C -2.084 -4.463 1.919
74 N -3.049 -4.154 1.368

Values from the calculation:
- E_LUMO (eV) = -0.75
- total charge = 0
- orbital gap (eV) = 6.4934
- DFT total energy (a.u.) = -5430.0084

Record 4
The following is a DFT calculation (wB97M-V/def2-TZVPD) of C43H46As2F4N5OY as an isolated structure.

Positions of all 102 atoms, in Å:
1 Y -0.830 0.193 -0.062
2 C -3.064 -2.451 0.083
3 C -3.397 -1.602 -1.128
4 N -3.217 -0.131 -0.949
5 C -3.548 0.489 -2.262
6 C -3.558 2.004 -2.295
7 C -4.124 0.384 0.120
8 C -3.402 1.379 1.026
9 N -2.193 0.751 1.567
10 C -2.170 0.241 2.848
11 C -1.273 -0.811 3.059
12 F -0.536 -1.183 1.940
13 C -1.046 -1.421 4.269
14 F -0.139 -2.395 4.355
15 C -1.758 -1.005 5.379
16 C -2.658 0.032 5.209
17 F -3.348 0.476 6.256
18 C -2.866 0.658 3.986
19 F -3.714 1.697 3.930
20 H -2.913 -3.486 -0.223
21 H -3.850 -2.448 0.838
22 H -2.141 -2.154 0.591
23 H -4.432 -1.790 -1.439
24 H -2.771 -1.895 -1.977
25 H -4.532 0.118 -2.577
26 H -2.826 0.106 -2.988
27 H -4.347 2.431 -1.677
28 H -3.743 2.339 -3.316
29 H -2.614 2.441 -1.970
30 H -4.453 -0.453 0.735
31 H -5.024 0.828 -0.314
32 H -4.083 1.730 1.800
33 H -3.124 2.265 0.442
34 H -1.616 -1.462 6.346
35 C 3.008 -0.903 0.247
36 C 2.453 -1.627 -0.968
37 As 0.571 -2.236 -0.934
38 C 0.416 -2.802 -2.765
39 C 1.126 -3.906 -3.233
40 C 1.036 -4.277 -4.566
41 C 0.241 -3.547 -5.439
42 C -0.456 -2.438 -4.982
43 C -0.367 -2.065 -3.648
44 C 0.521 -3.829 0.150
45 C 1.079 -3.823 1.427
46 C 0.965 -4.940 2.240
47 C 0.282 -6.061 1.793
48 C -0.288 -6.067 0.529
49 C -0.171 -4.954 -0.293
50 As 1.995 0.681 0.841
51 C 2.835 2.141 -0.118
52 C 2.904 3.399 0.478
53 C 3.448 4.471 -0.216
54 C 3.924 4.296 -1.508
55 C 3.859 3.046 -2.104
56 C 3.313 1.970 -1.413
57 C 2.538 0.917 2.665
58 C 1.571 1.088 3.650
59 C 1.950 1.244 4.977
60 C 3.294 1.233 5.316
61 C 4.264 1.075 4.334
62 C 3.890 0.921 3.009
63 H 4.038 -0.590 0.052
64 H 3.047 -1.549 1.127
65 H 3.051 -2.515 -1.192
66 H 2.478 -0.997 -1.861
67 H 1.745 -4.494 -2.564
68 H 1.585 -5.137 -4.923
69 H 0.170 -3.842 -6.476
70 H -1.071 -1.866 -5.663
71 H -0.894 -1.180 -3.312
72 H 1.596 -2.951 1.808
73 H 1.408 -4.929 3.227
74 H 0.193 -6.930 2.432
75 H -0.822 -6.938 0.176
76 H -0.617 -4.980 -1.281
77 H 2.563 3.549 1.497
78 H 3.517 5.437 0.266
79 H 4.370 5.126 -2.040
80 H 4.259 2.900 -3.099
81 H 3.288 0.999 -1.895
82 H 0.518 1.111 3.392
83 H 1.197 1.378 5.742
84 H 3.591 1.354 6.349
85 H 5.312 1.073 4.601
86 H 4.658 0.810 2.251
87 C 0.806 2.706 -4.133
88 N 0.326 3.130 -2.814
89 C 0.268 4.453 -2.469
90 C -0.173 4.868 -1.264
91 C -0.556 3.862 -0.325
92 N -0.472 2.578 -0.669
93 C -0.068 2.208 -1.907
94 O -0.077 0.970 -2.136
95 N -0.986 4.148 0.898
96 H 1.535 3.434 -4.479
97 H -0.026 2.642 -4.832
98 H 1.277 1.733 -4.029
99 H 0.599 5.140 -3.235
100 H -0.208 5.920 -1.028
101 H -1.072 5.097 1.220
102 H -1.244 3.389 1.514

Values from the calculation:
- E_LUMO (eV) = -5.26
- total charge = +2
- orbital gap (eV) = 7.4893
- DFT total energy (a.u.) = -6924.2005

Record 5
The following is a DFT calculation (wB97M-V/def2-TZVPD) of a 2-piece molecular cluster, C3H6N2O overall.

Positions of all 12 atoms, in Å:
1 C -1.305 1.048 -0.886
2 N -1.235 0.776 0.351
3 C 1.056 -0.757 1.076
4 N 0.530 -0.882 2.186
5 C 1.630 -0.632 -0.100
6 O 1.052 -0.961 -1.309
7 H -0.671 1.842 -1.284
8 H -1.964 0.533 -1.595
9 H 0.124 -0.695 -1.286
10 H -1.858 0.000 0.586
11 H 0.004 -0.037 2.433
12 H 2.635 -0.235 -0.172

Values from the calculation:
- E_LUMO (eV) = 0.73
- total charge = 0
- SMILES = N=C=CO.C=N
- orbital gap (eV) = 9.1292
- DFT total energy (a.u.) = -302.5581

Record 6
The following is a DFT calculation (wB97M-V/def2-TZVPD) of C5H8FN2 as an isolated structure.

Positions of all 16 atoms, in Å:
1 C -0.490 -0.680 0.918
2 C -0.196 0.094 -0.224
3 C -1.508 -1.653 0.953
4 C -0.880 -0.082 -1.330
5 C -2.438 -1.787 -0.054
6 N -2.226 -1.381 -1.234
7 N 1.933 2.078 -0.795
8 F -0.715 0.199 -2.540
9 H 0.155 -0.770 1.755
10 H 0.592 0.879 -0.447
11 H -1.556 -2.135 1.993
12 H -3.242 -2.472 0.019
13 H -2.745 -1.592 -2.173
14 H 2.652 1.824 -1.466
15 H 2.231 1.727 0.138
16 H 1.768 3.151 -0.715

Values from the calculation:
- E_LUMO (alpha / beta) (eV) = -3.51 / -7.66
- 2S+1 = 3
- total charge = +1
- orbital gap (alpha / beta) (eV) = 7.8480 / 6.1202
- DFT total energy (a.u.) = -404.2299

- Which of these has the lowest DFT total energy?
  C43H46As2F4N5OY

- What is the DFT total energy in the fifth record?
  -302.5581 a.u.